No. 1
Molecular formula: C30H47BBr3IN4O18P
Method: DFT, ωB97M-V with the def2-TZVPD basis set

Last column: Mulliken charge in e.
Cartesian coordinates (Å):
C: 0.64427 3.28663 -0.93424  -0.4944
C: -0.32354 2.17716 -0.13944  0.0403
P: -0.55281 0.72300 -1.34517  -0.2917
C: 0.91372 0.50165 -2.54833  -0.0454
C: 0.53573 1.22753 -4.00042  -0.6570
N: -1.02751 -0.79091 -0.57503  0.9868
C: 0.11960 -1.35077 0.29539  -1.3908
N: 1.05544 -2.31041 -0.01724  0.8024
C: 1.08774 -3.01452 -1.35996  -0.6684
N: -0.11681 -0.58015 1.56798  1.1822
C: 0.93132 -0.55583 2.63832  -0.2890
Br: 0.69446 -1.25770 4.53950  -0.0489
C: 2.30162 0.05040 2.39023  0.1423
C: 3.41783 0.12318 3.63512  -1.0623
Br: 2.92000 0.82170 0.65336  -0.0587
C: -1.53257 -0.97678 1.91162  -0.3314
O: -2.10689 -0.18568 3.00812  -0.5970
I: -1.98011 -3.05351 2.50724  0.1778
C: -2.19444 -0.82129 0.38197  0.2669
C: -3.20981 0.44088 0.54743  -0.5688
C: -3.99417 0.93204 -0.80157  0.0122
O: -5.00334 0.25270 -1.41474  -0.4992
Br: -3.57701 2.71508 -1.70502  -0.1262
B: -2.98928 -2.20310 -0.14805  0.1315
O: -4.45259 -2.44220 0.11774  -0.7056
N: -2.28349 -3.29063 -0.99385  0.3098
C: -2.66070 -2.90611 -2.44012  -0.9317
C: -2.91270 -4.64755 -0.76868  -0.8213
H: 1.77959 3.03505 -0.87659  0.1011
H: 0.25776 3.25196 -2.06364  0.0969
H: 0.38090 4.35879 -0.50426  0.0539
H: -1.29358 2.76711 0.14279  0.2390
H: 0.22961 1.93881 0.85745  0.1709
H: 1.86527 1.04107 -2.13153  0.2438
H: 1.18185 -0.62818 -2.75976  0.1590
H: -0.62412 1.37503 -4.10013  0.2681
H: 1.03226 0.69038 -4.92253  0.1019
H: 1.03303 2.30326 -3.94264  0.2794
H: 1.76008 -2.61009 0.70511  0.0255
H: 0.96032 -4.17083 -1.25319  0.3022
H: 2.17181 -2.83727 -1.82138  0.3194
H: 0.24118 -2.62544 -2.10208  0.1262
H: 3.60645 -0.91441 4.13570  0.2074
H: 2.95238 0.92614 4.39159  0.3242
H: 4.41107 0.64386 3.22958  0.3452
H: -1.75424 0.75327 3.03362  0.4246
H: -4.06161 0.09413 1.30937  0.5142
H: -2.73829 1.40695 1.04084  0.4541
H: -4.64106 -2.23941 1.08122  0.3472
H: -1.94870 -2.07460 -2.86674  0.0954
H: -2.71870 -3.86405 -3.14968  0.3897
H: -3.76187 -2.44940 -2.42551  0.2916
H: -2.31146 -5.40884 -1.46421  0.3048
H: -4.02687 -4.67955 -1.15694  0.2740
H: -2.79378 -5.06502 0.32673  0.1361
C: 3.15363 -4.87335 4.66032  -0.2144
C: 4.20947 -5.65014 3.94283  -0.4121
O: 4.13147 -5.15871 2.61824  -0.3086
C: 3.57828 -3.91267 2.68912  0.5231
O: 3.51888 -3.13131 1.75444  -0.6629
O: 3.10148 -3.65504 3.94202  -0.1230
H: 3.40810 -4.69470 5.70864  0.2841
H: 2.17202 -5.35598 4.60943  0.2149
H: 5.21281 -5.45278 4.33483  0.2818
H: 4.02338 -6.72734 3.96855  0.3388
C: -3.74470 -5.65882 5.88406  -0.2536
C: -3.70851 -7.13773 6.09498  -0.3403
O: -2.54013 -7.53656 5.40364  -0.3024
C: -1.72638 -6.44257 5.33548  0.6176
O: -0.56732 -6.46889 4.95654  -0.5444
O: -2.37836 -5.31621 5.74743  -0.2394
H: -4.19477 -5.12872 6.72791  0.3157
H: -4.27252 -5.38005 4.96603  0.2031
H: -3.60377 -7.40698 7.15131  0.2599
H: -4.59082 -7.63804 5.68647  0.2991
C: -1.77455 8.15736 -2.06400  -0.4026
C: -1.73836 6.67844 -1.85308  0.0018
O: -0.56998 6.27962 -2.54442  -0.2622
C: 0.24378 7.37361 -2.61259  0.6143
O: 1.40283 7.34729 -2.99152  -0.5837
O: -0.40821 8.49997 -2.20063  -0.3272
H: -2.22461 8.68745 -1.22015  0.2898
H: -2.30237 8.43613 -2.98204  0.3150
H: -1.63362 6.40919 -0.79675  0.1702
H: -2.62067 6.17814 -2.26159  0.2445
C: 3.57933 -0.59285 -7.79704  -0.2795
C: 2.55681 -0.93945 -8.83015  -0.3254
O: 1.99940 -2.14587 -8.34441  -0.3039
C: 2.21154 -2.16648 -6.99599  0.6777
O: 1.71478 -2.97809 -6.23297  -0.5622
O: 3.05083 -1.16027 -6.61312  -0.3154
H: 3.70869 0.48714 -7.68508  0.2899
H: 4.55340 -1.04867 -8.00320  0.2646
H: 1.76403 -0.18742 -8.90257  0.2630
H: 2.99834 -1.08683 -9.81959  0.2966
C: 2.19042 8.17466 1.21593  -0.3360
C: 1.62957 8.75793 2.47221  -0.3526
O: 0.23343 8.74355 2.24269  -0.3202
C: -0.00540 7.77648 1.30921  0.6070
O: -1.11555 7.37706 0.99981  -0.5761
O: 1.15964 7.31439 0.76828  -0.2165
H: 3.11310 7.61503 1.39234  0.2908
H: 2.37549 8.93367 0.44864  0.2784
H: 1.84968 8.14477 3.35249  0.2594
H: 1.98275 9.77711 2.65165  0.3039

Atoms 1-6, force components in eV/Å:
C -1.6 -0.1 -0.6
C 2.3 1.5 1.1
P -1.5 1.5 -1.1
C 1.4 -0.2 -0.8
C 0.5 1.0 0.6
N 3.6 -1.4 2.1

Results
* LUMO: -3.322 eV
* HOMO energy: -10.32 eV
* net charge: +1
* frontier orbital gap: 6.996 eV

No. 2
Molecular formula: C30H47Cl2F8InN6O9S2
Method: DFT, ωB97M-V with the def2-TZVPD basis set

Last column: Mulliken charge in e.
Cartesian coordinates (Å):
In: -13.56868 13.29623 9.87550  1.6718
C: -18.27973 12.03221 9.35768  0.2873
F: -18.07819 13.34232 9.32047  -0.0108
F: -18.68933 11.72692 10.57875  -0.2379
F: -19.20243 11.73081 8.48258  -0.1447
S: -16.65465 11.12198 8.93350  0.3662
O: -17.03785 9.81542 8.45882  -0.5748
O: -16.02019 11.86225 7.87947  0.0861
N: -15.70798 11.37437 10.33281  0.0987
S: -15.84436 9.99224 11.14269  0.8379
O: -17.11103 9.34419 11.21620  -0.5689
O: -14.66653 9.18621 10.86110  -0.4013
C: -15.49381 10.62333 12.90033  0.3974
F: -15.02532 9.64277 13.64792  -0.2073
F: -14.60063 11.60429 12.86594  -0.1663
F: -16.63664 11.03239 13.43336  -0.2373
C: -16.01971 17.47597 9.18690  -1.0553
C: -16.15164 16.14292 8.50407  0.5621
O: -15.26694 15.28536 8.65809  -0.4173
N: -17.21319 15.83955 7.74341  0.7251
C: -18.15775 16.81808 7.21107  -1.2674
H: -15.87840 17.13101 10.21257  0.0968
H: -16.87068 18.12615 9.01351  0.4446
H: -15.11225 17.97286 8.84999  0.2909
H: -17.32191 14.86594 7.50295  -0.4986
H: -18.85873 16.29704 6.56126  0.3276
H: -17.55097 17.53828 6.66182  0.4187
H: -18.80717 17.36903 7.89495  0.3669
C: -17.03081 16.12588 12.78209  -1.6642
C: -16.80512 14.76268 12.13337  0.6884
O: -15.94021 14.63883 11.26081  -0.3578
N: -17.56784 13.75721 12.57643  0.4313
C: -18.67713 13.88418 13.52808  -1.1872
H: -17.83556 16.66980 12.28864  0.3257
H: -16.06497 16.61011 12.63147  0.4007
H: -17.20707 16.15262 13.85514  0.4705
H: -17.50249 12.87464 12.08966  -0.1566
H: -19.20851 14.82034 13.37793  0.4311
H: -18.27023 13.88854 14.53929  0.3301
H: -19.34452 13.04206 13.37543  0.3715
C: -11.39420 9.09963 10.66263  -0.4298
C: -11.60717 10.13691 11.74441  0.4849
O: -12.28446 11.14111 11.53728  -0.4387
N: -11.09005 9.81750 12.94607  -0.1472
C: -11.26841 10.68221 14.10259  -0.8177
H: -10.93748 9.49204 9.75513  -0.1534
H: -12.29719 8.60415 10.30644  0.0530
H: -10.74910 8.32226 11.07703  0.4369
H: -10.70909 8.89573 13.05660  0.2564
H: -10.96975 11.70982 13.92274  0.2540
H: -10.69910 10.26874 14.93358  0.3668
H: -12.30224 10.61583 14.44873  0.2390
C: -10.58775 10.79938 6.72784  -1.3983
C: -11.94697 10.43514 7.32325  0.4980
O: -12.41493 11.16767 8.20222  -0.3605
N: -12.52595 9.29964 6.93395  -0.0496
C: -13.85909 8.85380 7.30710  -0.4033
H: -10.64153 11.77571 6.25261  0.2743
H: -10.27285 10.09002 5.95851  0.4775
H: -9.83682 10.76271 7.51352  0.3234
H: -12.00100 8.73678 6.28291  0.2510
H: -14.61944 9.09670 6.56904  0.3361
H: -14.13988 9.22823 8.29111  -0.1468
H: -13.74521 7.78766 7.50159  0.2997
C: -13.87658 12.11926 4.86611  -0.7991
C: -14.11122 13.34091 5.75563  0.2958
O: -13.96289 13.27524 6.97315  -0.2642
N: -14.29040 14.55467 5.18939  0.1087
C: -14.05879 14.92896 3.78706  -1.1087
H: -12.81402 11.96598 4.69386  0.2948
H: -14.43924 12.28771 3.95031  0.5022
H: -14.26538 11.25717 5.40070  -0.1088
H: -14.40256 15.25902 5.90633  0.1864
H: -13.02238 14.86706 3.47116  0.2921
H: -14.44575 15.93465 3.63997  0.3735
H: -14.72846 14.29227 3.20914  0.3947
C: -16.10988 6.19598 9.53348  0.6492
Cl: -16.03086 5.64395 11.20235  -0.1591
Cl: -14.79029 5.51628 8.56775  -0.1991
H: -17.08253 5.99263 9.09296  0.3431
H: -16.03801 7.27994 9.46946  -0.6355
F: -20.15625 10.69256 4.53440  -0.4225
C: -19.37805 11.76012 4.38023  0.1679
C: -18.53266 12.12008 5.41799  -0.3646
C: -17.75888 13.25865 5.24138  1.5397
C: -17.85608 14.05519 4.10917  -1.0380
C: -18.75001 13.68106 3.09879  -0.7485
C: -19.45314 12.48771 3.19946  -0.5604
H: -18.43565 11.54328 6.32327  0.6971
H: -17.06811 13.64642 5.98297  -0.6324
H: -17.25963 14.94582 3.96769  0.5750
H: -18.81333 14.22829 2.16794  0.4349
H: -20.15967 12.17377 2.44299  0.5100
F: -22.82855 13.36175 3.92483  -0.3485
C: -22.42282 13.63064 5.14537  0.6712
C: -22.32965 12.53309 6.03115  -0.5322
C: -21.82540 12.71438 7.28788  -0.1371
C: -21.53801 13.99931 7.76874  -0.8285
C: -21.72305 15.08401 6.90557  -0.3515
C: -22.21097 14.91681 5.61476  -0.7313
H: -22.49515 11.56274 5.57937  0.4480
H: -21.51809 11.86835 7.88692  0.4799
H: -21.16231 14.14536 8.77109  0.5470
H: -21.39404 16.03248 7.30991  0.5442
H: -22.28446 15.74474 4.92148  0.4355

Atoms 1-6, force components in eV/Å:
In -1.3 -1.2 -0.8
C 0.9 -0.1 0.5
F 0.3 0.5 -0.1
F -0.2 -0.3 0.2
F -0.3 -0.4 -0.3
S 0.5 0.4 -1.8

Results
* LUMO: -11.253 eV
* HOMO energy: -13.02 eV
* net charge: +2
* frontier orbital gap: 1.768 eV

No. 3
Molecular formula: C30H47Cl3N3O6SiTi
Method: DFT, ωB97M-V with the def2-TZVPD basis set

Last column: Mulliken charge in e.
Cartesian coordinates (Å):
C: -0.01803 1.43652 -5.05533  -1.7446
C: -0.87385 1.99463 -3.95306  1.1240
H: -0.68384 0.89934 -5.72065  0.3514
H: 0.75208 0.74913 -4.69421  0.2590
H: 0.44055 2.29538 -5.53278  0.3420
C: -2.02918 2.84383 -4.15200  -0.4986
C: -2.91650 2.45525 -5.22995  -1.5289
H: -2.43633 3.42507 -3.30836  0.3406
H: -3.05153 1.36940 -5.27207  0.2261
H: -2.47699 2.73183 -6.18859  0.1913
H: -3.86776 2.95273 -5.11379  0.4787
Ti: 1.50417 -1.35069 0.50153  -0.1226
Cl: 3.62094 -1.76926 -0.16135  -0.6277
C: -0.82574 1.28424 1.98632  -0.6533
O: -0.85035 0.08059 1.66015  -0.4743
N: -1.52983 1.80420 3.01076  0.6905
C: -2.71850 1.12269 3.47181  -0.9854
C: -1.10370 3.00440 3.69944  -0.7964
H: -0.24054 2.03667 1.41660  0.7187
H: -2.63945 0.05591 3.23714  0.2441
H: -3.61400 1.53679 2.98170  0.2085
H: -2.79419 1.28971 4.54959  0.3599
H: -0.00690 3.02107 3.75673  0.2237
H: -1.53866 2.97534 4.70680  0.3318
H: -1.44859 3.90947 3.17517  0.1946
H: 0.16953 -3.48644 4.79184  0.4012
H: 2.41988 -3.88554 4.93872  0.3530
C: 0.15100 -3.12929 3.75412  -0.7856
C: 2.50890 -4.03204 3.87343  -1.0580
N: 1.47186 -3.31626 3.16791  0.3256
H: -0.10782 -2.05545 3.69031  0.1602
C: 1.57675 -3.25833 1.84954  -0.2583
O: 0.56058 -2.94706 1.09007  -0.4057
H: 3.48448 -3.67944 3.54146  0.3548
H: 2.59039 -3.37680 1.45100  0.5454
H: -0.58205 -3.68453 3.14575  0.2712
H: 2.47350 -5.09694 3.65112  0.3585
H: -2.16499 -0.72739 -3.06328  0.0960
H: -4.49257 1.23550 -1.83641  0.3675
C: -3.11494 -1.06023 -2.66520  -0.7428
C: -4.55665 0.33590 -1.19915  -1.1211
N: -3.34946 -0.46374 -1.36611  0.4811
H: -3.08349 -2.15600 -2.62064  0.1503
C: -2.63096 -0.86462 -0.28008  -0.2221
O: -1.61969 -1.55707 -0.35175  -0.3241
H: -4.64741 0.66212 -0.14481  0.2043
H: -3.00430 -0.49568 0.70007  0.1897
H: -3.92209 -0.72804 -3.31824  0.4610
H: -5.46592 -0.21899 -1.49057  0.3565
O: -1.13489 0.86207 -3.12622  0.1927
C: -0.28385 1.98656 -2.51611  -2.2783
C: -2.05773 2.49970 -0.74397  1.1512
C: -0.80339 2.72054 -1.33924  0.7081
H: -2.62255 1.61052 -1.01678  0.0993
C: -2.58593 3.39802 0.19677  -0.4885
H: 0.75964 1.63635 -2.42223  0.9970
C: 0.01425 3.69751 -0.73242  -1.1005
H: -3.62857 3.31804 0.56139  0.3769
C: -1.80423 4.48976 0.63885  -0.7092
C: -0.46566 4.60248 0.20775  -0.6381
H: 1.04470 3.76720 -1.05862  0.4540
H: -2.22351 5.24388 1.34894  0.4987
H: 0.16154 5.42151 0.59423  0.3508
Si: 0.54072 -3.17269 -2.21839  0.7059
Cl: 0.79598 -0.43186 -1.19160  0.1366
C: -0.78747 -4.09199 -1.30669  -0.8749
C: 2.13081 -4.03801 -1.58837  -1.1336
C: 0.55467 -3.35114 -4.04864  -1.1398
H: -1.26148 -3.57603 -0.45567  0.0514
H: -0.32130 -5.03924 -0.96532  0.3748
H: -1.54536 -4.30869 -2.07455  0.3984
H: -0.49903 -3.38637 -4.38232  0.2851
H: 1.02837 -4.34867 -4.17879  0.3226
H: 1.15648 -2.55587 -4.53029  0.2803
H: 2.20076 -4.24264 -0.51079  0.2821
H: 3.05267 -3.55622 -1.96799  0.1839
H: 2.06442 -5.03306 -2.08073  0.4266
Cl: 8.01142 0.69289 3.28174  -0.2363
C: 6.33610 0.75810 2.91057  0.4553
C: 5.41496 0.87896 3.96021  -0.7325
C: 4.06174 0.93489 3.67476  -0.5829
C: 3.64164 0.89470 2.35849  0.4372
C: 4.53912 0.79055 1.29569  -0.1937
C: 5.90032 0.69850 1.57538  -0.8525
C: 2.18412 0.93925 2.19872  0.1450
O: 1.39537 1.46050 2.98195  -0.5842
O: 1.81401 0.34623 1.10298  0.3640
H: 5.74441 0.91907 4.99037  0.3908
H: 3.30491 1.03194 4.44565  0.4266
H: 4.20528 0.77824 0.25988  0.6303
H: 6.64872 0.58666 0.79070  0.4077

Atoms 1-6, force components in eV/Å:
C 0.3 1.1 -0.1
C -0.7 1.3 1.8
H 0.0 -0.1 -0.4
H -0.1 0.1 0.1
H 0.2 -0.1 -0.7
C 1.5 1.6 0.8

Results
* LUMO (alpha / beta): 1.692 / 1.610 eV
* HOMO energy (alpha / beta): -1.08 / -1.08 eV
* net charge: -1
* <S²>: 2.010
* frontier orbital gap (alpha / beta): 2.773 / 2.689 eV
* spin multiplicity: 3